ORCA calculation (the ωB97M-V functional and the def2-TZVPD basis) on a 3-piece molecular cluster, C4H13NO3 overall.

```
! wB97M-V def2-TZVPD RIJCOSX def2/J DEFGRID3
* xyz 0 1
O 0.94 -0.64 -2.39
C 0.57 0.00 -1.42
C -0.88 0.12 -1.17
C -1.27 1.43 -0.42
C -1.42 1.43 1.11
N -0.77 0.23 1.76
H 1.32 0.39 -0.70
H -1.46 -0.01 -2.11
H -1.17 -0.86 -0.73
H -2.22 1.75 -0.93
H -0.52 2.11 -0.85
H -0.92 2.35 1.63
H -2.47 1.43 1.42
H -1.42 -0.54 1.67
H 0.08 0.02 1.28
H 2.90 -1.33 -0.58
H 2.89 -0.71 -1.87
O 3.41 -0.64 -1.04
H 0.40 -1.87 1.21
H 1.26 -2.06 2.39
O 0.76 -2.59 1.75
*
```

Results
**SMILES string**: NCCCC=O.O.O
**Gap between HOMO and LUMO**: 10.54 eV
**Energy relative to the best compared isomer or geometry (same formula, charge and spin)**: 228.7 kJ/mol
**HOMO energy**: -0.372 hartree

***

ORCA calculation (the ωB97M-V functional and the def2-TZVPD basis) on a 2-piece molecular cluster, C2HClN2S overall.

```
! wB97M-V def2-TZVPD RIJCOSX def2/J DEFGRID3
* xyz 0 1
C -0.28 -0.39 -1.03
C 0.17 -0.91 -0.04
N -0.96 2.55 -0.56
N -0.89 2.38 0.53
S 0.48 -1.50 1.41
Cl 2.15 -2.11 1.52
H -0.69 -0.02 -1.83
*
```

Results
**SMILES string**: C#CSCl.N#N
**Gap between HOMO and LUMO**: 9.06 eV
**Energy relative to the best compared isomer or geometry (same formula, charge and spin)**: 117.4 kJ/mol
**HOMO energy**: -0.313 hartree

***

ORCA calculation (the ωB97M-V functional and the def2-TZVPD basis) on C23H20BrCoN6O2 as an isolated structure.

```
! wB97M-V def2-TZVPD RIJCOSX def2/J DEFGRID3
* xyz 2 5
Co 0.53 -0.21 -0.43
O 3.49 -2.37 -2.16
C 2.72 -1.84 -1.39
N 1.86 -0.84 -1.71
C 1.95 -0.28 -3.02
C 0.99 0.86 -3.14
C 0.73 1.50 -4.35
C -0.11 2.60 -4.36
C -0.66 3.04 -3.16
C -0.38 2.33 -2.00
N 0.41 1.25 -2.00
C 2.61 -2.23 0.06
C 3.33 -3.31 0.56
C 3.26 -3.57 1.91
C 2.49 -2.74 2.72
C 1.77 -1.71 2.13
N 1.82 -1.47 0.82
H 1.76 -1.05 -3.79
H 2.98 0.07 -3.21
H 1.18 1.14 -5.26
H -0.34 3.11 -5.28
H -1.29 3.91 -3.12
H -0.79 2.64 -1.05
H 3.92 -3.90 -0.12
H 3.80 -4.40 2.34
H 2.44 -2.89 3.79
H 1.15 -1.06 2.73
N -1.45 4.44 4.77
C -1.98 3.29 4.35
O -3.00 2.82 4.81
C -1.27 2.54 3.24
C -1.85 1.34 2.83
C -1.26 0.60 1.83
N -0.13 0.98 1.21
C 0.44 2.12 1.62
C -0.09 2.92 2.62
H -1.95 4.93 5.50
H -0.58 4.82 4.47
H -2.77 1.01 3.29
H -1.70 -0.33 1.50
H 1.36 2.40 1.12
H 0.43 3.83 2.88
Br -4.84 -0.91 -2.34
C -3.29 -1.75 -1.67
C -3.24 -3.12 -1.39
C -2.05 -3.65 -0.91
C -0.97 -2.81 -0.70
N -1.03 -1.50 -0.93
C -2.15 -0.98 -1.42
H -4.10 -3.75 -1.56
H -1.97 -4.70 -0.69
H -0.03 -3.20 -0.33
H -2.18 0.08 -1.62
*
```

Results
**Gap between HOMO and LUMO (alpha / beta)**: 8.97 / 5.89 eV
**Expectation value of S²**: 6.026
**HOMO energy (alpha / beta)**: -0.552 / -0.552 hartree

***

ORCA calculation (the ωB97M-V functional and the def2-TZVPD basis) on C6H11NO as an isolated structure.

```
! wB97M-V def2-TZVPD RIJCOSX def2/J DEFGRID3
* xyz 0 1
O -3.39 -0.79 0.09
C -2.49 -0.13 0.58
C -1.09 -0.28 0.09
C -0.32 1.01 0.44
C 1.19 0.82 0.59
C 2.75 -0.92 -0.27
C 2.03 0.23 -0.56
N -1.10 -0.72 -1.23
H -2.68 0.61 1.38
H -1.44 -0.82 1.10
H -0.53 1.75 -0.33
H -0.74 1.35 1.39
H 1.30 0.00 1.33
H 1.64 1.70 1.05
H 3.49 -1.27 -0.98
H 1.58 -1.20 -0.04
H 2.09 0.81 -1.50
H -2.02 -1.08 -1.46
H -0.27 -1.06 -1.67
*
```

Results
**Gap between HOMO and LUMO**: 9.75 eV
**Energy relative to the best compared isomer or geometry (same formula, charge and spin)**: 583.3 kJ/mol
**HOMO energy**: -0.327 hartree

***

ORCA calculation (the ωB97M-V functional and the def2-TZVPD basis) on C29H59AlBCl21FN2O3 as an isolated structure.

```
! wB97M-V def2-TZVPD RIJCOSX def2/J DEFGRID3
* xyz -1 1
C -4.82 -1.13 -1.61
N -5.02 -0.09 -2.62
C -5.55 1.16 -2.07
B -3.80 0.11 -3.46
O -3.97 -0.12 -4.82
Al -1.84 0.71 -2.82
C -0.98 1.65 -4.43
C 0.24 2.45 -4.08
F 0.20 3.76 -4.60
C -1.78 1.97 -1.24
C -2.37 3.36 -1.48
C -3.14 3.95 -0.31
N -2.91 3.47 1.02
O -3.94 4.86 -0.47
C -0.59 -0.86 -2.36
C -0.89 -1.48 -1.09
O -0.97 -0.97 0.00
Cl -1.20 -3.31 -1.19
H -3.77 -1.39 -1.47
H -5.26 -0.84 -0.66
H -5.32 -2.04 -1.94
H -6.33 0.91 -1.36
H -6.03 1.74 -2.85
H -4.81 1.75 -1.52
H -4.77 0.30 -5.14
H -1.77 2.27 -4.86
H -0.75 0.87 -5.15
H 1.12 1.98 -4.50
H 0.38 2.57 -3.01
H -2.22 1.47 -0.38
H -0.72 2.09 -1.00
H -3.10 3.38 -2.29
H -1.60 4.09 -1.72
H -1.94 3.18 1.10
H -3.45 2.62 1.17
H -0.52 -1.57 -3.18
H 0.40 -0.42 -2.25
Cl 0.94 1.14 1.52
C 2.04 -0.18 1.07
C 3.43 0.31 0.79
Cl 3.52 1.31 -0.69
H 1.61 -0.68 0.20
H 2.05 -0.88 1.90
H 4.10 -0.54 0.63
H 3.82 0.91 1.61
Cl -2.76 -3.26 -4.73
C -1.84 -4.77 -4.58
C -2.43 -5.89 -5.39
Cl -4.00 -6.44 -4.74
H -1.78 -5.02 -3.52
H -0.83 -4.56 -4.94
H -1.77 -6.75 -5.36
H -2.58 -5.60 -6.42
Cl 1.23 -6.79 2.39
C -0.40 -6.07 2.49
C -0.44 -4.66 1.97
Cl 0.45 -3.53 3.02
H -0.72 -6.13 3.53
H -1.06 -6.70 1.89
H -1.48 -4.31 1.93
H -0.02 -4.58 0.98
Cl 5.12 2.86 2.57
C 3.50 3.60 2.73
C 3.48 5.00 2.17
Cl 4.45 6.14 3.16
H 3.23 3.58 3.78
H 2.81 2.98 2.17
H 2.45 5.38 2.18
H 3.86 5.03 1.16
Cl 2.03 -2.78 -7.04
C 2.18 -1.00 -7.06
C 3.08 -0.49 -5.97
Cl 2.36 -0.72 -4.36
H 1.18 -0.58 -6.98
H 2.59 -0.73 -8.03
H 3.24 0.58 -6.10
H 4.05 -0.99 -5.98
Cl 0.59 0.53 4.83
C -0.08 -0.97 5.52
C -1.18 -0.68 6.50
Cl -0.58 0.10 7.99
H 0.73 -1.53 5.98
H -0.47 -1.54 4.69
H -1.67 -1.61 6.80
H -1.92 -0.03 6.06
Cl 9.35 3.12 1.97
C 8.69 3.45 3.60
C 9.74 3.30 4.67
Cl 10.26 1.61 4.89
H 7.86 2.77 3.76
H 8.32 4.47 3.59
H 9.32 3.63 5.63
H 10.62 3.90 4.45
Cl 4.23 -8.64 2.07
C 3.23 -9.01 0.64
C 4.03 -9.63 -0.47
Cl 5.19 -8.48 -1.20
H 2.75 -8.09 0.32
H 2.46 -9.71 0.96
H 3.37 -9.95 -1.27
H 4.60 -10.49 -0.12
Cl -4.76 0.65 1.80
C -5.43 1.03 3.41
C -4.43 0.82 4.51
Cl -4.03 -0.91 4.72
H -6.31 0.41 3.55
H -5.74 2.08 3.39
H -4.83 1.17 5.45
H -3.50 1.35 4.30
Cl -0.52 6.20 1.61
C -2.20 6.81 1.74
C -2.35 8.17 1.13
Cl -1.49 9.44 2.05
H -2.47 6.81 2.80
H -2.83 6.10 1.22
H -3.40 8.45 1.12
H -1.97 8.19 0.11
*
```

Results
**Gap between HOMO and LUMO**: 6.58 eV
**Energy relative to the best compared isomer or geometry (same formula, charge and spin)**: 41.5 kJ/mol
**HOMO energy**: -0.177 hartree

***

ORCA calculation (the ωB97M-V functional and the def2-TZVPD basis) on a 2-piece molecular cluster, C28H38N3O overall.

```
! wB97M-V def2-TZVPD RIJCOSX def2/J DEFGRID3
* xyz 1 1
C -2.09 -4.76 0.63
N -1.86 -3.44 0.11
C -2.75 -2.81 -0.70
O -3.80 -3.29 -1.15
C -2.23 -1.40 -0.95
C -3.12 -0.27 -0.43
C -3.42 -0.40 1.04
C -4.41 -1.30 1.45
C -4.64 -1.51 2.81
C -3.87 -0.84 3.76
C -2.94 0.12 3.35
C -2.73 0.36 2.00
N -0.94 -1.41 -0.27
C -0.12 -0.35 -0.29
C 1.09 -0.33 0.38
C 1.98 0.74 0.31
C 3.16 0.85 1.12
C 4.01 2.00 1.08
C 5.18 2.07 1.84
C 5.55 0.99 2.65
C 4.74 -0.15 2.71
C 3.57 -0.22 1.96
C -0.69 -2.68 0.48
C -0.64 -2.49 2.02
C 0.18 -3.68 2.52
C 0.95 -4.28 1.32
C 0.60 -3.46 0.08
H -3.00 -5.16 0.17
H -1.25 -5.42 0.39
H -2.24 -4.75 1.72
H -2.08 -1.29 -2.04
H -2.64 0.69 -0.64
H -4.05 -0.33 -1.01
H -5.00 -1.82 0.69
H -5.42 -2.22 3.11
H -4.01 -1.05 4.82
H -2.36 0.67 4.09
H -2.03 1.14 1.66
H -0.45 0.49 -0.92
H 1.29 -1.24 0.96
H 1.82 1.50 -0.45
H 3.72 2.83 0.42
H 5.80 2.96 1.80
H 6.47 1.04 3.24
H 5.02 -1.00 3.34
H 2.95 -1.13 2.00
H -0.17 -1.53 2.27
H -1.66 -2.46 2.41
H 0.88 -3.38 3.32
H -0.49 -4.43 2.96
H 2.04 -4.29 1.52
H 0.66 -5.33 1.17
H 0.40 -4.07 -0.81
H 1.41 -2.77 -0.18
C 0.47 5.91 -6.15
C 0.23 4.96 -4.98
C 1.36 4.71 -3.98
C 0.84 3.72 -2.92
N 1.78 3.21 -1.92
H -0.44 5.95 -6.76
H 0.69 6.93 -5.82
H 1.28 5.57 -6.80
H -0.64 5.33 -4.42
H -0.08 3.99 -5.39
H 2.25 4.31 -4.48
H 1.65 5.65 -3.50
H -0.02 4.19 -2.42
H 0.45 2.83 -3.43
H 2.57 3.86 -1.83
H 1.27 3.20 -1.03
*
```

Results
**Gap between HOMO and LUMO**: 7.16 eV
**Energy relative to the best compared isomer or geometry (same formula, charge and spin)**: 41.6 kJ/mol
**HOMO energy**: -0.435 hartree